C60H116O21 | ωB97M-V with the def2-TZVPD basis set

Calculated values
- HOMO-LUMO gap (eV) = 9.5147
- SMILES string = COCCOCCOC.COCCOCCOC.COCCOCCOC.COCCOCCOC.COCCOCCOC.COCCOCCOC.COCCOCCOC.c1ccccc1.c1ccccc1.c1ccccc1
- HOMO level (eV) = -9.03
- LUMO level (hartree) = 0.018

Positions of all 197 atoms, in Å:
C: -8.18748 8.08126 -2.59537
O: -7.96982 6.88655 -3.25270
C: -9.03462 6.59604 -4.25734
C: -8.56119 5.32600 -5.00620
O: -8.13260 4.30439 -4.10236
C: -7.75906 3.03000 -4.68461
C: -7.57318 1.96841 -3.61559
O: -6.38123 2.06448 -2.82546
C: -6.40481 3.29652 -2.05460
H: -8.37199 8.90386 -3.29375
H: -7.32664 8.35760 -2.01755
H: -9.06918 8.05900 -1.97037
H: -9.03839 7.39383 -4.99787
H: -10.00627 6.50416 -3.76682
H: -7.77410 5.73512 -5.69672
H: -9.33381 4.93606 -5.70676
H: -6.82792 3.17053 -5.22021
H: -8.54961 2.67508 -5.34295
H: -7.57771 1.04698 -4.22215
H: -8.50764 1.89415 -3.03793
H: -7.39972 3.44542 -1.72665
H: -6.09518 4.19318 -2.61460
H: -5.74212 3.07395 -1.22293
C: 1.32933 -7.63941 3.57456
O: 0.72673 -6.93414 2.51999
C: -0.14240 -5.87541 2.88359
C: -0.77787 -5.34092 1.64728
O: 0.27201 -4.62099 1.01769
C: -0.20674 -3.95790 -0.19939
C: 0.86549 -3.08500 -0.76808
O: 1.62803 -3.71272 -1.80497
C: 2.33917 -4.84781 -1.34410
H: 0.63237 -8.35599 3.97344
H: 1.79708 -6.95602 4.30093
H: 2.20373 -8.06195 3.17356
H: 0.40036 -5.15239 3.48859
H: -0.96677 -6.25521 3.56063
H: -1.67550 -4.76353 1.88034
H: -1.12551 -6.15810 0.96052
H: -1.06033 -3.29902 0.07527
H: -0.61511 -4.65847 -0.94434
H: 1.55660 -2.67128 0.01670
H: 0.45810 -2.20109 -1.16247
H: 1.66109 -5.68644 -1.22525
H: 2.90970 -4.69674 -0.41892
H: 3.12261 -5.12664 -2.06848
C: 6.34208 -6.40439 4.99235
O: 5.87430 -5.87206 3.74266
C: 4.50409 -5.53883 3.95448
C: 3.93137 -4.72680 2.86112
O: 4.50499 -3.43435 2.99541
C: 3.89510 -2.58814 2.05992
C: 4.83938 -1.46582 1.91842
O: 4.22020 -0.61341 0.90508
C: 5.09029 0.43871 0.69951
H: 6.06994 -5.69579 5.78927
H: 7.38302 -6.62292 4.94310
H: 5.77601 -7.35512 5.21006
H: 4.46695 -4.88182 4.84599
H: 3.89941 -6.41055 4.09734
H: 2.84107 -4.63361 3.01308
H: 4.00235 -5.27506 1.91865
H: 2.88885 -2.37952 2.40955
H: 3.83690 -3.11556 1.06532
H: 5.83607 -1.86853 1.65814
H: 4.86104 -0.96727 2.89379
H: 4.67081 1.12727 -0.03672
H: 6.13764 0.23749 0.41972
H: 5.12342 0.87046 1.68885
C: 1.50777 5.10565 5.60811
O: 0.97673 5.86233 4.56715
C: 1.68127 5.82937 3.30686
C: 1.15552 4.74672 2.39690
O: -0.19708 4.87480 2.26560
C: -0.96421 4.12439 3.10128
C: -2.31422 3.74269 2.50048
O: -3.35110 4.72570 2.35264
C: -3.08404 5.84742 1.66452
H: 0.96989 5.35263 6.52393
H: 2.58030 5.24388 5.73995
H: 1.28011 4.04620 5.43645
H: 2.77381 5.72594 3.45008
H: 1.52830 6.81185 2.88747
H: 1.44679 3.75987 2.78092
H: 1.78715 4.83094 1.48716
H: -0.97146 4.53516 4.12723
H: -0.52556 3.12802 3.22458
H: -2.84132 3.01816 3.17540
H: -2.26539 3.26770 1.51592
H: -2.32590 6.45014 2.09399
H: -4.00132 6.42218 1.45323
H: -2.71751 5.63347 0.65539
C: 0.53064 -0.48703 -5.20988
O: -0.23523 -1.65234 -5.18162
C: 0.41832 -2.71046 -4.50208
C: -0.50600 -3.87211 -4.22521
O: -1.51266 -3.43571 -3.37300
C: -2.40325 -4.49023 -3.10075
C: -3.63646 -3.82781 -2.46029
O: -4.52541 -4.72354 -1.92371
C: -4.10137 -5.43202 -0.67997
H: 0.89190 -0.16634 -4.19078
H: -0.07963 0.29095 -5.57703
H: 1.41943 -0.47810 -5.84823
H: 0.70956 -2.32834 -3.54166
H: 1.24705 -3.09376 -5.08112
H: 0.10503 -4.68164 -3.86189
H: -0.95432 -4.20402 -5.19359
H: -1.95707 -5.14817 -2.33391
H: -2.68067 -5.06285 -4.01715
H: -4.21344 -3.14010 -3.08408
H: -3.19845 -3.20953 -1.69884
H: -3.16978 -4.87831 -0.44098
H: -3.85397 -6.48506 -0.82249
H: -4.88826 -5.32974 0.11132
C: 3.38513 1.41706 -2.53262
O: 3.35474 0.17178 -3.19162
C: 3.72602 -0.84290 -2.22904
C: 3.97698 -2.12676 -2.88596
O: 5.03623 -2.18614 -3.85263
C: 4.72695 -1.77830 -5.13341
C: 6.01080 -1.81752 -6.01080
O: 6.76874 -0.63382 -5.74411
C: 7.91774 -0.58102 -6.64454
H: 4.44738 1.61341 -2.25023
H: 2.75640 1.45431 -1.62254
H: 3.13212 2.24987 -3.21069
H: 2.85938 -0.98230 -1.56293
H: 4.58853 -0.54957 -1.59627
H: 3.03338 -2.51713 -3.31315
H: 4.24259 -2.89784 -2.13238
H: 4.35148 -0.75316 -5.21103
H: 3.99655 -2.42712 -5.58029
H: 5.81484 -1.90451 -7.07590
H: 6.54386 -2.72634 -5.78938
H: 8.53123 -1.43592 -6.53970
H: 8.57810 0.29529 -6.61776
H: 7.51747 -0.53386 -7.73521
C: -4.32349 0.75766 0.40119
O: -3.20927 0.03647 -0.02175
C: -2.60528 0.66638 -1.13032
C: -1.37490 -0.19487 -1.50472
O: -0.11552 0.20432 -0.90953
C: -0.22807 0.04366 0.53671
C: 1.06997 0.47475 1.22377
O: 0.78758 0.56577 2.59608
C: 2.02110 0.63351 3.33610
H: -4.76431 0.25889 1.24952
H: -5.07287 0.94314 -0.39196
H: -4.03907 1.76985 0.79758
H: -2.23806 1.68250 -0.96145
H: -3.24943 0.63109 -1.95394
H: -1.26090 -0.18494 -2.58828
H: -1.68231 -1.23929 -1.28091
H: -0.40492 -1.01292 0.72779
H: -1.04785 0.62190 0.94130
H: 1.23630 1.50096 0.84515
H: 1.93436 -0.17242 1.00242
H: 2.34974 -0.29054 3.75055
H: 1.83743 1.28403 4.15461
H: 2.83015 0.96839 2.70733
C: -0.54707 3.16809 -3.21651
C: -1.66838 2.80058 -3.90809
C: -2.88677 3.44575 -3.69119
C: -2.94067 4.56811 -2.85163
C: -1.79375 4.92707 -2.14718
C: -0.57840 4.24872 -2.36767
H: 0.31126 2.50638 -3.36039
H: -1.73144 1.84798 -4.46165
H: -3.76805 2.98802 -4.14535
H: -3.81045 5.20715 -2.67316
H: -1.92309 5.77864 -1.47535
H: 0.33265 4.40214 -1.74644
C: 4.18359 0.91693 5.93106
C: 5.03245 -0.14120 5.65758
C: 6.26876 0.13212 5.07085
C: 6.63381 1.42868 4.81019
C: 5.80531 2.47824 5.09133
C: 4.56351 2.23785 5.62476
H: 3.26920 0.71372 6.46121
H: 4.75702 -1.17079 5.92874
H: 6.92720 -0.73308 4.95793
H: 7.62501 1.59728 4.41920
H: 5.97868 3.46072 4.72201
H: 3.82547 3.07141 5.91090
C: -1.81917 -0.09739 4.36690
C: -2.82801 -0.44224 3.47183
C: -4.17118 -0.23191 3.81095
C: -4.48174 0.35336 5.02451
C: -3.48708 0.74143 5.90132
C: -2.15656 0.55866 5.55555
H: -0.79124 -0.38444 4.11319
H: -2.53390 -0.97997 2.55255
H: -5.00610 -0.58927 3.16756
H: -5.51324 0.46793 5.28090
H: -3.70405 1.22450 6.86765
H: -1.35820 0.79418 6.25198


C4H12NO | ωB97M-V with the def2-TZVPD basis set

Calculated values
- HOMO-LUMO gap (eV) = 4.8522
- relative energy (zero: lowest compared OMol25 entry of this formula, charge and spin) (kcal per mole) = 81.8
- HOMO level (eV) = -12.12
- LUMO level (hartree) = -0.267
- net charge = +1

Positions of all 18 atoms, in Å:
C: -2.91566 0.79801 0.91469
C: -2.02824 0.27541 -0.10866
C: -0.87610 -0.45799 0.09254
C: -0.37622 -1.35672 -0.79228
N: 3.39785 -0.41468 0.95547
H: -3.02243 1.88216 0.79779
H: -3.89988 0.34576 0.81658
H: -2.36382 0.40706 -1.13776
H: -2.52048 0.59785 1.90666
H: -0.41527 -0.45691 1.07551
H: 0.19278 -2.19408 -0.40536
H: -0.63845 -1.29790 -1.84092
H: 3.81439 0.10151 1.70902
H: 3.87163 -1.28499 0.78826
H: 3.20926 0.18331 0.17399
H: 0.82896 0.37104 -1.06850
H: 1.74467 1.41102 -1.82073
O: 1.57404 0.97068 -0.98190


C18H32NPSiW | ωB97M-V with the def2-TZVPD basis set

Calculated values
- HOMO-LUMO gap (alpha / beta) (eV) = 6.9345 / 6.6334
- relative energy (zero: lowest compared OMol25 entry of this formula, charge and spin) (kcal per mole) = 0.0
- ⟨S²⟩ = 2.02
- HOMO level (alpha / beta) (eV) = -14.39 / -14.44
- 2S+1 = 3
- LUMO level (alpha / beta) (hartree) = -0.274 / -0.287
- net charge = +2

Positions of all 54 atoms, in Å:
C: 3.93294 2.12546 -1.29571
C: 3.74022 1.82986 0.04895
C: 2.50215 1.33844 0.49943
C: 1.44913 1.10184 -0.40176
C: 1.68393 1.35803 -1.77671
C: 2.91869 1.85521 -2.21509
C: 2.27841 1.15261 1.95876
C: 0.81143 1.09651 2.38206
N: -0.00406 2.38115 2.10704
W: -0.43406 0.42938 0.31503
C: 0.56335 1.12450 -2.73968
P: -1.04915 1.20475 -1.81325
H: 4.53936 2.00263 0.77522
H: 3.06112 2.05344 -3.28105
H: 4.87350 2.56058 -1.63439
H: 0.60905 0.12754 -3.21850
H: 0.52450 1.88144 -3.54549
H: 2.75047 0.20355 2.28374
H: 2.81226 1.93080 2.53920
H: 0.22646 0.15364 2.11595
C: -2.20239 0.49843 -3.02035
C: -1.46879 2.97777 -1.85318
H: 0.82368 1.04131 3.48194
C: 0.71103 3.62145 1.66922
C: -0.93971 2.65787 3.26867
H: -1.48446 -0.45467 -0.88915
H: 0.69098 4.32967 2.50077
H: 1.73356 3.42050 1.36657
H: 0.15624 4.03848 0.82074
H: -0.76871 3.68141 3.61360
H: -1.97515 2.54541 2.92134
H: -0.74544 1.94923 4.07965
H: -1.76561 3.25756 -2.87589
H: -2.31278 3.16201 -1.17572
H: -0.62091 3.60578 -1.54635
H: -2.17318 1.08031 -3.95335
H: -1.92379 -0.54493 -3.21485
H: -3.20714 0.52792 -2.58242
H: -0.72121 2.30470 1.34263
C: -2.50963 -4.69818 -1.13665
Si: -1.21782 -4.56775 0.22694
C: -1.98458 -5.05154 1.86807
C: 0.23802 -5.65637 -0.20693
C: -0.60719 -2.82872 0.34154
C: -0.39656 -1.58117 0.36998
H: -2.88872 -5.72625 -1.22748
H: -2.07995 -4.40840 -2.10571
H: -3.36489 -4.03726 -0.94098
H: -2.27515 -6.11148 1.88696
H: -1.27104 -4.87684 2.68448
H: -2.88105 -4.45132 2.07689
H: 0.61932 -5.39755 -1.20474
H: 1.04999 -5.49579 0.51459
H: -0.02668 -6.72294 -0.20460


C3H4N2O | ωB97M-V with the def2-TZVPD basis set

Calculated values
- HOMO-LUMO gap (eV) = 8.5509
- relative energy (zero: lowest compared OMol25 entry of this formula, charge and spin) (kcal per mole) = 98.8
- HOMO level (eV) = -8.97
- LUMO level (hartree) = -0.015

Positions of all 10 atoms, in Å:
O: -1.33169 -2.01772 -0.27328
C: -0.83337 -0.77078 -0.14106
C: -1.31174 0.45655 0.00738
N: 0.58103 1.47853 0.28469
C: 1.19875 0.34377 0.07285
N: 0.58864 -0.79648 -0.12892
H: -0.48462 -2.51671 -0.26817
H: -1.88320 1.34810 0.04087
H: 1.20212 2.31026 0.38021
H: 2.27408 0.16447 0.02542


C4H11N2O | ωB97M-V with the def2-TZVPD basis set

Calculated values
- HOMO-LUMO gap (eV) = 10.9500
- relative energy (zero: lowest compared OMol25 entry of this formula, charge and spin) (kcal per mole) = 35.8
- SMILES string = NC[C@@H]([NH3+])CC=O
- HOMO level (eV) = -14.20
- LUMO level (hartree) = -0.119
- net charge = +1

Positions of all 18 atoms, in Å:
N: 0.65035 -1.85920 -1.84432
C: 1.13093 -1.35375 -0.56640
C: 0.43572 -0.03638 -0.18711
N: -0.84099 0.08672 -0.95719
C: 0.12974 0.04468 1.29172
C: -0.50256 1.36572 1.72940
O: -0.99661 2.15208 0.97905
H: 0.48243 -2.84742 -1.86659
H: 1.23365 -1.61422 -2.61685
H: 2.22384 -1.28245 -0.58780
H: 1.01876 -2.10474 0.21295
H: 1.15653 0.76234 -0.37326
H: -0.62442 0.15375 -1.95909
H: -1.37484 0.90657 -0.65138
H: -1.36437 -0.77465 -0.84807
H: -0.70774 -0.61591 1.56662
H: 1.03079 -0.23613 1.83432
H: -0.54907 1.47872 2.82659


C3H17N3O5 | ωB97M-V with the def2-TZVPD basis set

Calculated values
- HOMO-LUMO gap (eV) = 9.0947
- relative energy (zero: lowest compared OMol25 entry of this formula, charge and spin) (kcal per mole) = 38.2
- SMILES string = NCNCC(N)=O.O.O.O.O
- HOMO level (eV) = -8.90
- LUMO level (hartree) = 0.007

Positions of all 28 atoms, in Å:
N: -0.35792 -2.75195 -0.47190
C: -1.15189 -1.98900 -1.36773
N: -1.28019 -0.53344 -1.12467
C: -0.19196 0.24180 -1.71601
C: 0.68687 1.13967 -0.87769
N: 0.16970 1.90857 0.11451
O: 1.84939 1.31809 -1.20936
H: -0.55718 -2.66849 0.50863
H: 0.63240 -2.85981 -0.63879
H: -2.17392 -2.37533 -1.36170
H: -0.82453 -2.05365 -2.39905
H: -1.41448 -0.31534 -0.14174
H: -0.56704 0.90190 -2.51346
H: 0.49516 -0.40488 -2.25099
H: 0.67968 2.73044 0.37148
H: -0.69628 1.76130 0.59576
O: 1.85993 -1.87430 2.04251
H: 2.11761 -0.92619 1.97669
H: 2.56290 -2.36656 2.47097
O: 2.04419 0.80781 2.19265
H: 2.25228 1.28699 1.38004
H: 1.07392 0.76711 2.26891
O: -2.99795 2.25261 -1.01723
H: -3.09856 1.37059 -0.64747
H: -2.26118 2.20363 -1.64641
O: -0.59881 -0.29886 1.94206
H: -0.79359 -0.22312 2.88416
H: -0.20786 -1.18809 1.88095


Listing M for the structures above in their given order: 1173.57 90.15 505.36 84.08 103.14 175.19 g mol⁻¹.